Density functional theory data (ωB97M-V/def2-TZVPD) for a single C4H8N2O molecule at a distorted geometry.

The geometry in XYZ format:
```
15
Properties=species:S:1:pos:R:3:lowdin_charge:R:1
C -0.139 -1.504 1.273 -0.1096
N -0.441 -0.165 0.766 -0.0918
C 0.367 0.210 -0.394 -0.3513
C 1.715 0.704 -0.035 -0.1728
N 2.841 0.850 0.180 0.1544
C -0.414 1.192 -1.264 -0.2410
O -1.657 0.633 -1.589 -0.0535
H 0.911 -1.639 1.583 0.0842
H -0.796 -1.696 2.127 0.0823
H -0.372 -2.228 0.487 0.0857
H -0.278 0.510 1.509 0.1221
H 0.603 -0.671 -0.992 0.1531
H 0.153 1.361 -2.183 0.1293
H -0.493 2.149 -0.723 0.1273
H -1.999 0.294 -0.744 0.0816
```

The energy above the lowest of the compared OMol25 structures with the same formula, charge and spin is 42.4 kcal/mol. Its total energy is -341.93608 a.u. The SMILES is CN[C@H](C#N)CO.



Density functional theory data (ωB97M-V/def2-TZVPD) for a molecular structure, C30H31N5O3S3TeY at a distorted geometry.

The geometry in XYZ format:
```
74
Properties=species:S:1:pos:R:3:lowdin_charge:R:1
Y 0.976 0.160 -1.623 1.2031
C 6.140 -2.102 -2.619 -0.3711
S 5.686 -0.581 -3.561 0.8813
C 4.106 -0.170 -2.965 -1.0413
S 3.521 -0.688 -1.398 0.5633
N 3.460 0.775 -3.680 -0.1302
N 2.162 0.800 -3.640 -0.1292
C 1.568 1.863 -4.193 -0.0677
C 0.157 1.977 -4.097 -0.2929
C -0.635 3.025 -4.664 0.0203
C -2.022 2.847 -4.570 -0.0291
C -2.563 1.600 -4.172 -0.0334
C -1.689 0.637 -3.712 -0.1350
N -0.408 0.844 -3.608 -0.0044
H 5.367 -2.890 -2.771 0.0513
H 6.034 -1.881 -1.525 0.0249
H 7.119 -2.317 -2.921 0.0086
H 2.108 2.542 -4.827 0.1274
H -0.204 3.923 -5.025 0.1044
H -2.734 3.599 -4.970 0.1255
H -3.638 1.424 -4.224 0.1156
H -2.080 -0.342 -3.324 0.1398
C 1.556 -6.452 -4.027 -0.0587
O 0.731 -6.467 -2.867 -0.0651
C 0.766 -5.347 -2.145 -0.3053
C 0.937 -5.604 -0.756 0.0223
C 0.679 -4.582 0.128 0.0052
C 0.420 -3.241 -0.361 -0.1031
C 0.421 -2.152 0.574 -0.2897
C 0.312 -2.519 2.083 0.0123
O 0.436 -0.895 0.252 -0.1860
C 0.360 -3.024 -1.788 -0.2636
O 0.158 -1.745 -2.210 -0.2593
C 0.556 -4.095 -2.658 0.0598
H 1.885 -7.452 -4.285 0.0871
H 2.491 -5.809 -3.828 0.1306
H 0.969 -6.153 -4.889 0.0866
H 1.159 -6.559 -0.329 0.1166
H 0.741 -4.713 1.202 0.1027
H -0.688 -3.092 2.112 0.1332
H 0.278 -1.604 2.651 0.0582
H 1.110 -3.160 2.439 0.0791
H 0.469 -4.011 -3.745 0.1385
Te -3.596 -0.093 3.143 1.2671
C -4.217 1.883 3.432 -0.5804
C -5.340 2.192 4.249 -0.1068
C -5.835 3.567 4.295 -0.0463
C -5.135 4.588 3.613 -0.0887
C -4.063 4.245 2.809 -0.1067
C -3.598 2.922 2.669 -0.1408
C -2.155 0.115 4.701 -0.5564
C -2.595 -0.036 6.019 -0.1480
C -1.720 0.303 7.064 -0.0727
C -0.367 0.634 6.800 -0.0608
C 0.019 0.836 5.466 -0.0906
C -0.893 0.603 4.453 -0.1806
H -5.684 1.321 4.779 0.0680
H -6.676 3.792 4.933 0.0921
H -5.366 5.609 3.755 0.0894
H -3.415 4.996 2.378 0.0963
H -2.782 2.735 1.962 0.0833
H -3.635 -0.215 6.358 0.1061
H -2.187 0.305 8.042 0.1009
H 0.380 0.787 7.554 0.0947
H 0.996 1.171 5.204 0.0934
H -0.557 0.743 3.397 0.0987
N 3.357 2.994 -0.517 0.1093
C 2.190 3.636 -0.758 -0.8453
N 2.215 4.940 -1.133 0.1051
S 0.660 2.824 -0.612 0.5793
H 4.252 3.334 -0.890 0.1347
H 3.304 1.964 -0.440 0.0462
H 2.990 5.585 -1.056 0.1222
H 1.273 5.351 -1.134 0.1045
```

The energy above the lowest of the compared OMol25 structures with the same formula, charge and spin is 44.6 kcal/mol. Its total energy is -3162.06437 a.u. The net charge is +1.



Density functional theory data (ωB97M-V/def2-TZVPD) for a molecular structure, C6H9N3OS at a distorted geometry.

The geometry in XYZ format:
```
20
Properties=species:S:1:pos:R:3:lowdin_charge:R:1
C -0.163 -0.641 3.509 -0.1233
C -0.494 -0.149 1.267 -0.7618
C -0.884 -0.157 -0.810 -0.5675
C -0.902 0.449 -2.142 -0.1013
C 0.369 0.956 -2.601 -0.4532
C 1.565 0.048 -2.191 -0.0159
H -1.111 -1.140 3.539 0.0461
H 0.057 -0.103 4.510 0.1126
H 0.722 -1.351 3.443 0.1017
H 0.702 0.924 2.441 0.1875
H -1.408 1.465 -1.980 0.1605
H -1.434 -0.173 -2.924 0.1591
H 1.402 -0.961 -2.641 0.0911
H 1.444 0.274 -0.986 0.1341
H 2.428 0.647 -2.533 0.0753
N -0.165 0.313 2.396 -0.0423
N -0.355 0.533 0.212 0.1193
N -1.301 -1.366 -0.650 -0.2051
O 0.684 2.136 -2.862 0.0373
S -1.158 -1.702 1.004 1.0457
```

The energy above the lowest of the compared OMol25 structures with the same formula, charge and spin is 25.1 kcal/mol. Its total energy is -871.66703 a.u.



Density functional theory data (ωB97M-V/def2-TZVPD) for a molecular structure, CH11B2ClCoCrNO6 at a distorted geometry.

The geometry in XYZ format:
```
24
Properties=species:S:1:pos:R:3:lowdin_spin:R:1
Cr 0.702 -21.079 1.962 3.3136
Co -2.753 -23.122 -1.158 2.4812
Cl -0.472 -23.593 0.673 0.0497
O -0.113 -22.438 1.407 0.0858
O -1.712 -23.250 0.043 0.1051
O 0.414 -23.875 -0.385 0.0174
O -0.692 -24.683 1.501 0.0292
B 0.823 -19.997 0.539 0.0887
H 0.949 -19.704 1.570 0.0436
H 1.644 -19.649 -0.067 0.0199
H 0.782 -21.074 0.509 0.0132
H -0.095 -19.575 0.158 0.0251
B -3.697 -21.882 -0.455 0.1837
H -3.721 -22.119 -1.507 0.0479
H -4.642 -21.402 -0.255 0.0279
H -3.545 -22.787 0.112 0.0677
H -2.852 -21.230 -0.298 0.0444
C 0.494 -24.086 3.705 0.0080
N 0.774 -22.635 4.094 0.0638
O 0.448 -21.823 3.302 0.0531
O 1.295 -22.351 5.148 0.2273
H -0.375 -24.059 3.046 0.0011
H 0.045 -24.590 4.560 0.0018
H 1.393 -24.503 3.252 0.0009
```

Its spin multiplicity is 8. The energy above the lowest of the compared OMol25 structures with the same formula, charge and spin is 192.5 kcal/mol. Its total energy is -3486.74925 a.u. The net charge is +1.



Density functional theory data (ωB97M-V/def2-TZVPD) for 12 unconnected molecules or ions with the total composition C56H144N8O18 at a distorted geometry.

The geometry in XYZ format:
```
226
Properties=species:S:1:pos:R:3:lowdin_charge:R:1
C -12.112 -2.338 -5.725 -0.0859
O -10.991 -3.197 -5.425 -0.1881
C -10.027 -3.239 -6.454 -0.2092
C -8.835 -4.161 -6.158 -0.4808
C -7.803 -3.691 -5.129 -0.0486
N -8.139 -4.489 -7.334 0.0342
H -12.349 -2.292 -6.788 0.0776
H -11.810 -1.319 -5.482 0.0820
H -12.946 -2.735 -5.146 0.0877
H -10.498 -3.578 -7.376 0.1190
H -9.572 -2.263 -6.626 0.1267
H -9.252 -5.114 -5.833 0.1286
H -7.244 -2.858 -5.555 0.0752
H -7.048 -4.443 -4.899 0.0714
H -8.255 -3.306 -4.214 0.0766
H -7.376 -5.081 -7.038 0.0747
H -8.739 -5.127 -7.837 0.0625
C -15.404 -2.600 -13.527 -0.0776
O -14.465 -3.686 -13.817 -0.2201
C -13.154 -3.414 -13.335 -0.2060
C -12.317 -4.641 -13.756 -0.4590
C -10.874 -4.433 -13.367 -0.0725
N -12.483 -4.860 -15.164 0.0419
H -15.280 -2.062 -12.587 0.0791
H -16.399 -3.033 -13.425 0.0783
H -15.452 -1.873 -14.337 0.0822
H -12.839 -2.520 -13.873 0.1250
H -13.168 -3.284 -12.253 0.1242
H -12.672 -5.521 -13.220 0.1383
H -10.483 -3.452 -13.635 0.0771
H -10.311 -5.176 -13.932 0.0772
H -10.644 -4.605 -12.316 0.0760
H -13.470 -4.717 -15.319 0.0601
H -12.123 -4.109 -15.736 0.0756
C -16.064 3.212 -3.293 -0.1349
O -16.740 3.557 -2.138 -0.2085
C -16.983 2.537 -1.176 -0.1941
C -15.813 2.541 -0.168 -0.1770
N -15.994 3.628 0.827 -0.0772
C -14.925 3.822 1.826 -0.2070
C -13.583 4.375 1.364 -0.2506
O -12.682 4.489 2.447 -0.1855
C -11.525 5.361 2.285 -0.0813
H -15.122 2.680 -3.161 0.0857
H -15.859 4.186 -3.738 0.0898
H -16.758 2.697 -3.957 0.0861
H -17.292 1.593 -1.625 0.1168
H -17.929 2.818 -0.714 0.1191
H -14.821 2.670 -0.599 0.1011
H -15.831 1.636 0.439 0.1139
H -16.244 4.535 0.461 0.1029
H -14.807 2.884 2.370 0.1170
H -15.350 4.557 2.510 0.1172
H -13.811 5.326 0.883 0.1159
H -13.160 3.819 0.527 0.1101
H -11.838 6.394 2.134 0.0807
H -10.807 5.047 1.527 0.0804
H -10.947 5.388 3.209 0.0793
C -3.047 -6.744 -4.688 -0.0845
O -3.616 -7.754 -5.562 -0.2251
C -3.318 -7.629 -6.964 -0.1871
C -4.094 -8.736 -7.767 -0.2036
N -5.515 -8.682 -7.575 -0.0714
C -6.151 -9.616 -8.442 -0.2563
C -7.607 -9.606 -8.213 -0.1978
O -8.261 -8.419 -8.742 -0.1773
C -9.524 -8.167 -8.262 -0.1560
H -3.321 -5.751 -5.046 0.0836
H -2.009 -6.961 -4.436 0.0841
H -3.547 -6.795 -3.721 0.0762
H -2.248 -7.642 -7.172 0.1125
H -3.671 -6.632 -7.225 0.1099
H -3.781 -9.731 -7.451 0.1140
H -3.926 -8.600 -8.836 0.1197
H -5.684 -8.908 -6.605 0.1109
H -5.725 -10.604 -8.266 0.1204
H -5.966 -9.453 -9.504 0.1318
H -7.818 -9.629 -7.144 0.1228
H -7.963 -10.506 -8.716 0.1237
H -9.444 -7.774 -7.248 0.0788
H -10.260 -8.967 -8.339 0.0905
H -9.934 -7.284 -8.751 0.0800
C -3.483 -13.762 -0.250 -0.1240
O -4.086 -12.530 -0.610 -0.2152
C -4.063 -12.403 -2.086 -0.1836
C -4.727 -11.071 -2.457 -0.2274
N -6.156 -11.182 -2.240 -0.0629
C -6.807 -9.858 -2.288 -0.1909
C -8.293 -9.831 -1.877 -0.2533
O -8.887 -8.574 -1.871 -0.1970
C -10.339 -8.589 -1.663 -0.0701
H -2.420 -13.553 -0.369 0.0853
H -3.791 -14.627 -0.837 0.0829
H -3.759 -13.904 0.794 0.0875
H -4.570 -13.266 -2.516 0.1207
H -3.023 -12.285 -2.390 0.1162
H -4.593 -10.985 -3.535 0.1183
H -4.254 -10.274 -1.883 0.1198
H -6.298 -11.637 -1.350 0.1031
H -6.601 -9.225 -3.151 0.1161
H -6.282 -9.200 -1.595 0.1053
H -8.464 -10.271 -0.895 0.1211
H -8.908 -10.411 -2.565 0.1096
H -10.716 -9.361 -2.333 0.0801
H -10.765 -7.627 -1.950 0.0800
H -10.734 -8.668 -0.650 0.0804
C -3.951 4.633 0.719 -0.1144
O -4.541 3.926 -0.339 -0.1977
C -3.619 3.217 -1.154 -0.2320
C -4.356 2.246 -2.076 -0.1852
N -5.121 3.053 -3.096 -0.0401
C -5.935 2.160 -3.955 -0.2223
C -7.063 2.829 -4.729 -0.2164
O -7.968 3.430 -3.779 -0.1986
C -9.171 3.888 -4.379 -0.1098
H -3.458 3.905 1.364 0.0799
H -4.680 4.998 1.443 0.0880
H -3.264 5.358 0.285 0.0922
H -2.956 2.620 -0.528 0.1144
H -3.035 3.896 -1.776 0.1205
H -4.995 1.653 -1.422 0.1086
H -3.789 1.507 -2.642 0.1162
H -5.785 3.635 -2.606 0.0898
H -6.396 1.338 -3.408 0.1091
H -5.261 1.649 -4.642 0.1136
H -7.540 2.125 -5.411 0.1141
H -6.704 3.573 -5.439 0.1179
H -8.933 4.873 -4.779 0.0822
H -9.838 4.084 -3.539 0.0863
H -9.581 3.276 -5.182 0.0851
C -0.706 -2.360 1.095 -0.0869
O -1.730 -3.015 1.882 -0.2260
C -3.118 -2.840 1.541 -0.2199
C -3.929 -3.516 2.653 -0.1659
N -5.400 -3.190 2.489 -0.0615
C -6.111 -3.692 1.290 -0.1854
C -7.396 -2.799 1.146 -0.2534
O -7.132 -1.553 0.570 -0.1976
C -8.245 -0.675 0.369 -0.0867
H -0.881 -1.284 1.093 0.0778
H -0.705 -2.776 0.088 0.0793
H 0.250 -2.550 1.583 0.0822
H -3.299 -3.317 0.578 0.1110
H -3.353 -1.778 1.484 0.1199
H -3.478 -3.213 3.598 0.1115
H -3.803 -4.598 2.659 0.1129
H -5.665 -2.231 2.661 0.0937
H -6.381 -4.743 1.400 0.1102
H -5.674 -3.581 0.298 0.1030
H -7.925 -2.748 2.097 0.1162
H -8.109 -3.346 0.530 0.1128
H -7.882 0.287 0.006 0.0804
H -8.666 -0.512 1.361 0.0864
H -8.981 -0.968 -0.380 0.0845
C -20.124 -0.939 -7.942 -0.1038
O -20.112 -0.479 -9.302 -0.1981
C -21.423 -0.661 -9.867 -0.2333
C -21.269 0.106 -11.100 -0.2114
N -22.343 -0.143 -12.118 -0.0705
C -21.967 0.263 -13.435 -0.2220
C -21.722 1.792 -13.612 -0.2007
O -20.375 2.126 -13.242 -0.2143
C -20.143 3.556 -13.412 -0.0893
H -19.202 -1.208 -7.428 0.0824
H -20.725 -1.841 -7.833 0.0777
H -20.632 -0.118 -7.436 0.0859
H -22.222 -0.255 -9.248 0.1320
H -21.525 -1.720 -10.102 0.1274
H -20.279 0.021 -11.550 0.1219
H -21.338 1.156 -10.815 0.1216
H -22.738 -1.071 -12.062 0.1000
H -22.615 -0.223 -14.165 0.1148
H -21.060 -0.280 -13.698 0.1090
H -22.466 2.444 -13.154 0.1180
H -21.713 2.046 -14.672 0.1102
H -19.257 3.803 -12.828 0.0831
H -20.948 4.177 -13.019 0.0786
H -19.992 3.855 -14.450 0.0808
C -17.159 -4.648 -0.128 -0.0689
C -18.230 -5.079 -1.133 -0.5031
C -18.876 -6.426 -0.745 -0.0625
O -19.229 -4.134 -1.067 -0.0480
H -16.426 -5.382 0.209 0.0723
H -17.513 -4.424 0.879 0.0762
H -16.576 -3.799 -0.483 0.0770
H -17.801 -5.184 -2.129 0.1390
H -19.247 -6.451 0.280 0.0747
H -18.107 -7.198 -0.704 0.0727
H -19.697 -6.670 -1.419 0.0784
H -19.465 -3.985 -0.149 0.0920
C -4.647 -1.788 -11.926 -0.0646
C -4.838 -0.862 -10.712 -0.4961
C -4.572 0.645 -10.999 -0.0469
O -6.124 -1.146 -10.202 -0.0518
H -4.569 -2.826 -11.603 0.0722
H -3.691 -1.490 -12.357 0.0723
H -5.462 -1.735 -12.647 0.0808
H -4.084 -1.180 -9.993 0.1245
H -5.189 1.053 -11.800 0.0776
H -3.550 0.813 -11.339 0.0694
H -4.604 1.206 -10.065 0.0723
H -5.994 -1.993 -9.769 0.0852
C -11.526 2.121 -11.849 -0.0588
C -12.993 2.357 -12.305 -0.4957
C -13.982 2.591 -11.189 -0.0614
O -12.936 3.501 -13.139 -0.0663
H -11.202 2.752 -11.021 0.0812
H -10.958 2.086 -12.778 0.0800
H -11.398 1.094 -11.508 0.0679
H -13.284 1.520 -12.939 0.1341
H -14.988 2.457 -11.586 0.0809
H -13.888 3.505 -10.602 0.0807
H -13.704 1.844 -10.445 0.0746
H -12.556 4.194 -12.594 0.0827
C -17.707 -7.225 -11.304 -0.0677
C -16.721 -7.084 -10.172 -0.4781
C -16.950 -5.988 -9.114 -0.0478
O -16.649 -8.422 -9.644 -0.0692
H -17.334 -7.833 -12.129 0.0766
H -18.011 -6.249 -11.683 0.0762
H -18.554 -7.825 -10.972 0.0837
H -15.727 -6.843 -10.549 0.1240
H -17.047 -5.018 -9.601 0.0707
H -16.108 -5.798 -8.448 0.0731
H -17.862 -6.109 -8.529 0.0776
H -16.268 -8.981 -10.324 0.0812
```

The energy above the lowest of the compared OMol25 structures with the same formula, charge and spin is 138.5 kcal/mol. Its total energy is -4011.81955 a.u. The SMILES is COC[C@H](C)N.COC[C@H](C)N.COCCNCCOC.COCCNCCOC.COCCNCCOC.COCCNCCOC.COCCNCCOC.COCCNCCOC.CC(C)O.CC(C)O.CC(C)O.CC(C)O.



Density functional theory data (ωB97M-V/def2-TZVPD) for 2 unconnected molecules or ions with the total composition CH4Cl2N2 at a distorted geometry.

The geometry in XYZ format:
```
9
Properties=species:S:1:pos:R:3:lowdin_charge:R:1
C 1.002 -0.297 -0.433 -0.1604
N -1.486 1.085 0.119 -0.4510
N 0.617 -1.441 0.101 -0.4658
Cl -1.439 2.355 -0.976 0.4574
Cl 0.262 -1.523 1.855 0.4759
H 1.624 0.364 0.142 0.0533
H 0.712 -0.033 -1.432 0.0529
H -1.205 1.460 1.027 -0.0409
H -0.087 -1.970 -0.404 0.0787
```

The energy above the lowest of the compared OMol25 structures with the same formula, charge and spin is 70.2 kcal/mol. Its total energy is -1070.20568 a.u.